Entry 1:
DFT (ωB97M-V/def2-TZVPD) results for a 2-piece molecular cluster, C31H46Br2IN2O5 overall.

LUMO level: -4.076 eV
total charge: +1

Each line ends with the Mulliken charge.
Cartesian coordinates (Å):
C -1.106 4.387 -2.766  -0.77
C 1.307 3.034 2.642  0.22
H -3.476 5.869 -4.856  0.39
C 1.047 -1.388 2.585  1.06
O -4.009 -1.926 4.266  -0.47
H -2.556 4.406 -6.625  0.38
C -0.870 -4.690 -0.516  -1.16
C 0.647 -2.524 3.306  0.60
H -1.732 -1.553 5.360  0.42
C 1.526 -2.746 0.666  0.44
H 3.793 0.130 1.745  0.48
Br 1.091 -6.173 -1.990  -0.03
H -0.734 2.895 3.260  0.40
C 1.519 -1.496 1.281  -0.21
H -2.276 2.632 -3.251  0.40
C -1.945 4.670 -5.762  -1.19
H 5.150 1.101 -0.044  0.42
H -3.482 4.206 -4.324  0.22
H -1.418 6.340 -3.588  0.40
C -3.179 -1.939 3.407  -0.01
H -2.396 3.688 -0.374  0.23
C -1.386 -2.441 4.837  -0.60
H -3.661 3.931 -1.580  0.41
H 1.674 3.146 0.734  0.30
H 1.603 4.024 3.012  0.46
O 1.927 0.725 3.282  -0.32
H -3.301 2.308 -1.007  0.36
H 3.991 -1.116 0.546  0.49
H 4.163 0.356 -1.281  0.37
H -1.525 1.742 1.536  0.25
H 2.802 -2.214 -0.902  0.62
C -0.944 -1.436 -3.711  -0.74
H -0.391 -1.209 -0.391  0.44
C 2.017 -0.293 0.535  0.00
H -1.703 -3.293 5.437  0.52
H -1.794 -5.250 -0.373  0.44
C 0.316 -5.641 -0.282  0.11
C -2.026 5.467 -3.336  -0.85
I 0.100 -5.441 3.738  0.11
H 2.182 -3.827 -1.105  0.93
C 1.036 -2.670 -3.100  -0.64
H -1.305 5.506 -6.050  0.30
H -1.050 2.374 -2.033  -0.04
H 1.004 2.088 4.574  0.35
H -0.510 2.389 0.403  -0.16
H -0.904 -3.843 0.164  0.14
H -1.303 3.815 -5.543  0.27
H -3.323 -1.478 2.423  0.40
H 3.529 1.740 -0.387  0.27
C 1.910 -2.833 -0.778  -2.08
H -1.644 -1.117 -4.471  0.46
H 1.202 -5.920 1.605  0.43
O 2.098 2.747 1.499  -0.51
O -1.958 -2.510 3.526  -0.06
C 1.339 -5.214 0.807  -1.22
C 3.539 -0.132 0.720  -0.60
C 0.851 -0.044 3.242  0.18
C -2.822 5.043 -4.570  -0.36
C 0.130 -2.245 -4.061  -0.82
H -0.091 -6.582 0.071  0.64
C -0.193 3.093 2.337  -1.13
C -1.110 -1.064 -2.384  -1.01
H 0.577 -3.209 5.335  0.81
C -2.853 3.267 -1.273  -1.28
H -0.596 4.795 -1.885  0.30
H -2.723 5.802 -2.562  0.32
H 1.505 0.608 0.865  -0.61
H 2.674 2.396 4.146  0.46
H -0.318 4.158 -3.488  0.37
N 1.185 -3.859 1.383  0.10
Br 3.242 -5.523 0.499  0.07
C -0.213 -1.502 -1.418  0.77
C 1.714 2.073 3.750  -0.79
C 0.868 -2.305 -1.766  0.22
C 0.733 -3.750 2.673  1.00
C 4.127 0.834 -0.300  -1.52
C 0.155 -2.414 4.723  -2.32
H -1.941 -0.431 -2.099  0.57
O -0.229 0.238 3.698  -0.58
H 1.878 -3.290 -3.378  0.53
H -0.477 4.099 2.015  0.38
H 1.843 -0.379 -0.535  0.62
C -1.810 3.088 -2.374  0.16
H 0.267 -2.543 -5.091  0.44
H -0.889 -4.344 -1.544  0.38
N -0.592 2.077 1.358  -0.06
H 0.501 -1.487 5.165  0.34


Entry 2:
DFT (ωB97M-V/def2-TZVPD) results for C31H46Cl2FeNP as an isolated structure.

spin multiplicity: 6
⟨S²⟩: 8.8021
LUMO level (alpha / beta): 2.500 / 2.494 eV
relative energy (zero: lowest compared OMol25 entry of this formula, charge and spin): 47.6 kJ/mol
total charge: -1

Each line ends with the Mulliken charge.
Cartesian coordinates (Å):
H 1.143 -3.319 4.382  0.37
C 0.644 -2.749 -2.532  -0.77
C -1.259 -4.319 2.053  -0.96
H -0.870 -5.224 1.565  0.38
H -1.451 -3.349 0.126  0.27
H 0.467 -1.590 2.811  0.03
H 5.449 -2.519 -0.477  0.38
H 0.324 -3.870 -4.352  0.39
H 1.381 4.280 -1.427  0.35
H -1.371 -2.206 -5.335  0.39
H 3.134 -2.744 0.481  0.24
H 5.059 -1.322 0.760  0.37
H -1.578 -2.249 1.483  -0.07
H -1.879 5.499 -4.000  0.35
H 0.788 -3.628 -1.887  0.24
H -1.078 -1.928 -1.532  0.64
H -1.017 0.214 -4.542  0.40
H -5.739 4.337 4.653  0.30
C -3.699 2.410 4.146  -0.75
H 1.056 2.486 0.124  0.71
C 0.836 -3.634 3.376  -0.96
C -0.573 -1.918 -4.639  -0.79
H 2.077 1.062 -1.290  -0.39
C -2.850 1.716 3.299  -0.16
H -1.209 -3.503 4.050  0.31
C -3.708 3.808 4.125  1.27
C -1.481 4.838 -3.229  -0.40
H 2.600 -0.276 -2.330  0.18
C -4.705 4.566 4.955  -1.38
H -2.341 -4.464 2.175  0.40
C 5.212 -0.500 -1.230  -0.74
H -2.705 5.544 3.306  0.29
C -2.771 4.459 3.315  -0.73
C -0.044 -1.617 -1.773  -0.04
C 0.353 4.173 -1.771  -0.62
N -2.019 2.366 2.438  0.11
Cl -2.540 0.028 0.370  -0.67
H -2.833 0.627 3.269  0.31
H 1.642 -2.423 -2.865  0.27
C -0.130 -0.368 -2.664  0.24
H -4.560 5.647 4.852  0.32
H 5.315 -0.917 -2.242  0.31
C 2.759 0.202 -1.354  -0.13
C 4.834 -1.633 -0.270  -0.92
C -1.922 3.721 2.503  -0.41
C -0.598 -4.173 3.429  -0.67
C 0.461 -2.736 1.003  0.44
H 0.438 5.839 -3.130  0.33
H 4.430 1.308 -2.138  0.40
H -3.274 3.616 -3.141  0.34
H 0.871 -0.098 -3.023  0.31
C 0.003 2.283 -0.153  -1.17
C -0.209 -3.120 -3.755  -0.81
C 2.448 -0.807 -0.241  0.36
H -4.358 1.851 4.809  0.36
H 0.299 -1.663 -5.258  0.30
H 1.037 -3.537 0.497  0.67
C 1.009 -2.456 2.408  -0.53
H 6.199 -0.111 -0.954  0.38
C -1.770 2.918 -1.760  -0.23
C -1.021 -3.123 1.111  -0.40
H -2.054 -0.791 -3.518  0.39
C -2.267 3.776 -2.739  -0.73
C 4.212 0.667 -1.274  -0.96
C -1.021 -0.660 -3.875  -0.65
H 2.063 -2.154 2.385  0.38
P 0.644 -1.229 -0.090  -0.36
H -4.623 4.311 6.020  0.32
C -0.176 5.021 -2.737  -0.49
H -2.370 2.077 -1.404  0.23
C -0.454 3.117 -1.206  1.98
H 3.151 -2.572 -1.272  0.13
Fe -0.948 1.313 1.164  -0.31
H 2.614 -0.295 0.729  0.57
H 1.515 -4.446 3.081  0.36
H 4.334 1.284 -0.375  0.40
H -0.603 -5.147 3.932  0.35
H -1.134 -3.592 -3.398  0.35
H -0.500 0.499 -2.097  -1.30
Cl 0.715 0.962 2.538  -0.63
C 3.351 -2.036 -0.331  -0.49
H -1.153 4.190 1.889  0.43


Entry 3:
DFT (ωB97M-V/def2-TZVPD) results for C31H46ClFN8O7S2SiTi as an isolated structure.

LUMO level: -1.065 eV
relative energy (zero: lowest compared OMol25 entry of this formula, charge and spin): 88.5 kJ/mol
total charge: 0

Each line ends with the Mulliken charge.
Cartesian coordinates (Å):
C 4.896 -2.671 -1.968  -0.46
C 1.547 5.669 3.501  -1.76
H 2.569 -1.753 1.107  -0.19
H 0.785 0.079 -3.262  0.27
H -3.125 1.941 -1.195  0.04
H -2.149 2.240 -3.846  0.31
C 4.723 -0.868 -0.416  0.65
C 2.625 -0.355 2.759  0.12
C 0.140 -2.030 2.553  0.56
H 0.541 -3.704 -2.683  0.25
C 0.434 6.480 -0.700  -0.52
H 0.027 -1.143 1.943  0.30
C -3.926 0.241 -0.109  1.84
C -2.161 -3.337 -2.542  -1.44
C -3.522 1.708 -0.203  -1.10
N 1.182 3.378 2.732  1.74
O -1.670 -4.500 4.380  -0.65
C 5.508 -1.842 -1.056  -0.95
H -5.186 -1.185 -1.123  0.30
O -2.759 -0.602 -0.226  0.53
H -0.510 2.132 -3.157  0.21
C -0.913 -2.634 3.110  0.04
H -4.783 -1.113 1.335  0.34
C 1.680 -3.673 3.422  0.41
H -0.240 0.559 5.465  0.26
C 0.406 1.991 4.196  0.37
H 2.625 5.842 3.543  0.28
H -2.245 -4.811 -0.310  0.47
C -0.183 5.448 -1.379  -0.96
H -2.302 -1.321 -4.956  0.35
H 1.054 6.611 3.271  0.48
H 1.785 -1.396 -1.696  0.68
H -3.787 0.165 2.041  0.23
H 6.561 -1.932 -0.826  0.38
C -1.165 1.782 -3.954  -1.52
H -4.440 0.015 -2.197  0.07
C -1.774 -3.844 -0.121  -1.46
C -4.897 -0.137 -1.219  -1.60
H 0.833 -4.033 -0.968  0.25
H -3.166 0.222 -4.951  0.35
H 6.241 0.086 0.567  0.27
H -5.800 0.474 -1.157  0.51
H -1.712 -2.987 -3.473  0.19
H 1.081 1.503 6.033  0.28
O -0.680 -1.958 -1.175  1.60
S -0.062 0.898 -0.506  1.22
C 0.832 4.970 1.103  0.80
N 0.273 3.954 0.418  0.30
C 0.103 -0.373 -3.985  -1.22
F -2.150 -2.165 2.953  -0.31
N 3.426 -0.715 -0.666  0.00
Ti 1.092 1.884 1.189  -0.77
C -4.515 -0.059 1.261  -1.74
H -4.388 2.346 -0.023  0.65
C -0.774 -3.867 3.871  0.22
N 0.295 1.407 5.410  -0.39
O -1.943 -0.097 -2.680  0.42
H 3.018 -3.166 -2.930  0.45
H 0.514 7.464 -1.143  0.44
C 3.533 -2.527 -2.228  -1.16
H -2.514 -4.358 -2.696  0.61
O 2.785 -4.149 3.566  -0.67
N 1.425 -2.500 2.729  0.00
C 0.940 6.243 0.572  -1.10
H 1.237 5.318 4.482  0.41
H 0.523 -0.228 -4.982  0.63
C -0.232 4.195 -0.784  0.36
H 3.450 -2.286 2.567  0.37
S -0.703 1.480 2.935  -0.38
H -0.150 -5.152 -1.930  0.41
Cl 2.978 2.759 0.230  -0.48
H -1.753 0.001 -5.999  0.41
H -3.028 -2.712 -2.321  0.19
O 2.002 0.547 2.002  0.88
C -1.151 -3.309 -1.401  1.60
H -0.615 5.590 -2.359  0.46
Si -1.467 -0.538 -1.190  -3.52
H -2.760 1.940 0.544  0.00
C -1.280 0.264 -3.905  1.93
H -0.738 2.097 -4.909  0.49
C -2.180 -0.240 -5.024  -1.81
H 1.416 7.030 1.137  0.42
H -2.527 -3.159 0.264  0.08
O 3.227 -0.060 3.753  -0.60
H 0.727 -5.136 4.452  0.23
H -1.008 -3.985 0.643  0.31
C 0.096 -4.101 -1.769  -1.47
H 0.052 -1.444 -3.787  0.05
C 1.243 4.628 2.479  0.25
N 0.554 -4.276 3.952  -0.03
C 2.852 -1.536 -1.547  -0.11
H 4.702 0.802 0.706  0.02
C 2.571 -1.767 2.197  -0.27
N 5.243 -0.036 0.551  -0.31
N 1.301 2.928 4.030  -1.47
H -0.685 3.346 -1.279  0.04
H -5.409 0.544 1.431  0.44
H 5.474 -3.433 -2.476  0.40


no.,total energy (eV)
1,-194290.50179
2,-103107.95633
3,-127061.99608